(P)
An isolated ion of composition C4H8N3O and charge +1. Source: the Open Molecules 2025 dataset; level of theory: ωB97M-V with the def2-TZVPD basis set.

The charge is +1. For the HOMO-LUMO gap, the calculation gives 10.83 eV. Its spin multiplicity is 1. Its structure (SMILES) is [H]/N=C/N/C=C\C(=[NH2+])O.

Last column: Mulliken charge in e.
Element x y z (Å)
H  -2.21052  0.36184  -0.22233  0.21
N  -1.29091  0.02476  -0.21000  -0.37
C  -1.14492  -1.10891  -0.85496  -0.02
N  -0.01324  -1.72411  -0.96368  -0.13
C  1.12004  -1.27763  -0.22894  -0.14
C  1.20309  -0.25684  0.59687  -0.90
C  0.28269  0.89495  0.71533  0.96
N  0.39353  2.02811  -0.02945  -0.40
O  -0.23674  1.12309  1.90800  -0.38
H  -2.05275  -1.68326  -1.14831  0.33
H  0.04968  -2.77960  -1.16859  0.34
H  2.01452  -1.95845  -0.32741  0.34
H  2.26985  -0.15671  0.97311  0.31
H  0.76766  1.99240  -0.99996  0.29
H  -0.44217  2.56604  0.11668  0.23
H  -0.70982  1.95430  1.84362  0.33

***

(Q)
An isolated ion of composition C4H8N3O and charge +1. Source: the Open Molecules 2025 dataset; level of theory: ωB97M-V with the def2-TZVPD basis set.

The charge is +1. For the HOMO-LUMO gap, the calculation gives 9.41 eV. Its spin multiplicity is 1. Its structure (SMILES) is C[N+]1(C)CN=NC1=O.

Last column: Mulliken charge in e.
Element x y z (Å)
C  -0.45543  -1.31650  0.61289  -0.92
N  -0.10995  0.02332  0.12213  0.12
C  1.29009  0.26823  0.51737  -0.99
C  -0.08442  0.15113  -1.42916  -0.20
N  -0.75097  1.34733  -1.72251  -0.10
N  -1.38581  1.86498  -0.83068  -0.15
C  -1.02959  1.08596  0.61189  0.44
O  -1.24245  1.45037  1.69541  -0.28
H  0.09607  -2.03049  0.00694  0.48
H  -0.04780  -1.49429  1.61239  0.33
H  -1.50553  -1.66972  0.57764  0.35
H  1.97002  -0.54732  0.05320  0.41
H  1.49511  1.28254  0.19097  0.44
H  1.34135  0.09810  1.65702  0.37
H  -0.54091  -0.83272  -1.82136  0.39
H  0.96024  0.31909  -1.85416  0.31

***

(P) (60.4 kcal/mol below the next structure)

***

(P)
An isolated ion of composition C4H8N3O and charge +1. Source: the Open Molecules 2025 dataset; level of theory: ωB97M-V with the def2-TZVPD basis set.

The charge is +1. For the HOMO-LUMO gap (spin up / spin down), the calculation gives 9.51 / 9.51 eV. Its spin multiplicity is 1. Its structure (SMILES) is CCc1noc[n+]1N.

Last column: Mulliken charge in e.
Element x y z (Å)
C  1.75905  1.34731  0.10938  -1.04
C  1.29584  0.19998  -0.82560  -0.33
C  -0.13163  0.17349  -0.55780  0.44
N  -1.23661  1.52264  -0.67825  -0.20
O  -2.24521  0.97194  -0.07894  -0.04
C  -2.10326  -0.21841  0.40486  -0.08
N  -0.87839  -0.73279  0.14287  0.59
N  -0.62965  -1.93477  0.69449  -0.90
H  1.41113  1.03550  1.08998  0.33
H  1.25988  2.33432  -0.15888  0.36
H  2.85285  1.14334  0.02577  0.33
H  1.71183  -0.76996  -0.46805  0.29
H  1.69615  0.49520  -1.80447  0.31
H  -3.01052  -0.62961  0.92619  0.38
H  -1.54170  -2.26636  1.05066  0.27
H  -0.20976  -2.67181  0.12779  0.29

***

(Q)
An isolated ion of composition C4H8N3O and charge +1. Source: the Open Molecules 2025 dataset; level of theory: ωB97M-V with the def2-TZVPD basis set.

The charge is +1. For the HOMO-LUMO gap, the calculation gives 10.79 eV. Its spin multiplicity is 1. Its structure (SMILES) is C[C@@H]1N=N[C@]2(CO2)[NH2+]1.

Last column: Mulliken charge in e.
Element x y z (Å)
C  2.11251  -0.36026  -0.27696  -1.45
C  0.85753  -0.64681  0.60435  0.19
N  0.16238  -1.70367  -0.00387  -0.19
N  -0.97449  -1.44014  -0.37562  -0.19
C  -1.36636  -0.08537  -0.06673  0.80
C  -2.32994  0.80179  -0.71102  -0.63
O  -2.50908  0.19546  0.58823  -0.38
N  -0.06733  0.53251  0.59063  -0.27
H  2.25253  0.60331  -0.61670  0.39
H  2.45130  -0.93875  -1.08843  0.45
H  2.96402  -0.51170  0.32699  0.38
H  1.01875  -0.88716  1.61568  0.50
H  -1.96267  1.76919  -0.87262  0.30
H  -2.85014  0.29429  -1.44810  0.31
H  -0.16310  0.99646  1.52940  0.38
H  0.40407  1.38086  0.20477  0.39

***

(R)
C4H8N3O as an isolated structure. Source: the Open Molecules 2025 dataset; level of theory: ωB97M-V with the def2-TZVPD basis set.

The charge is +1. For the HOMO-LUMO gap, the calculation gives 11.59 eV. Its spin multiplicity is 1.

Last column: Mulliken charge in e.
Element x y z (Å)
C  -0.23285  -1.73779  -1.71212  0.43
C  0.56422  -0.81424  0.28398  -0.93
C  -1.33895  -0.20443  -0.16121  -0.64
C  -0.38857  0.03008  1.14706  0.18
N  -0.27742  -2.68251  -2.35896  -0.27
N  0.30828  0.66368  -1.75846  -0.58
N  -0.19824  -0.57062  -0.99770  0.47
O  0.08413  1.26157  1.49641  -0.46
H  1.57699  -0.53711  0.29669  0.38
H  0.60877  -1.95643  0.29994  0.38
H  -2.09441  -0.98821  -0.02575  0.38
H  -1.73033  0.68125  -0.63328  0.33
H  -0.78608  -0.36633  2.15489  0.39
H  1.22861  0.93337  -1.35989  0.28
H  0.31232  0.52540  -2.73785  0.25
H  0.29073  1.70523  0.60733  0.41

***

(S)
An isolated ion of composition C4H8N3O and charge +1. Source: the Open Molecules 2025 dataset; level of theory: ωB97M-V with the def2-TZVPD basis set.

The charge is +1. For the HOMO-LUMO gap, the calculation gives 11.84 eV. Its spin multiplicity is 1. Its structure (SMILES) is C[N+]1(C)N=CNC1=O.

Last column: Mulliken charge in e.
Element x y z (Å)
C  -0.17061  -1.44269  -0.73983  -0.71
N  -0.12035  -0.32571  0.09941  0.57
C  -0.85081  -0.37868  1.37967  -0.85
N  1.24724  -0.14579  0.44356  -0.84
C  1.59906  0.92501  -0.11469  0.07
N  0.61484  1.56742  -0.78744  -0.08
C  -0.59181  1.00645  -0.59347  0.38
O  -1.71131  1.26032  -0.82055  -0.39
H  0.08247  -2.40392  -0.18459  0.32
H  -1.22846  -1.46763  -1.20325  0.35
H  0.59322  -1.41355  -1.52650  0.33
H  -0.43707  -1.13309  1.92573  0.43
H  -0.42219  0.38468  2.07734  0.36
H  -1.86610  -0.29327  1.19675  0.38
H  2.62029  1.38895  0.07342  0.41
H  0.64159  2.47151  -1.22555  0.27

***

(S) (54.4 kcal/mol below the next structure)

***

(P)
A 2-piece molecular cluster, C4H10O2 overall. Source: the Open Molecules 2025 dataset; level of theory: ωB97M-V with the def2-TZVPD basis set.

The charge is 0. For the HOMO-LUMO gap, the calculation gives 9.88 eV. Its spin multiplicity is 1. Its structure (SMILES) is C=C(C)CO.O.

Last column: Mulliken charge in e.
Element x y z (Å)
C  0.69672  -1.04629  -0.34232  -0.64
C  -0.25040  -0.33152  0.27225  0.39
C  -1.71827  -0.57369  0.04554  -1.34
C  0.15319  0.61876  1.38843  -0.52
O  1.48305  1.07972  1.30889  -0.51
H  0.48097  -1.72823  -1.16312  0.34
H  1.74239  -0.92268  -0.08270  0.29
H  -1.91026  -1.05441  -0.92115  0.33
H  -2.05904  -1.26046  0.82713  0.34
H  -2.33346  0.33184  0.11223  0.34
H  -0.55865  1.45770  1.47935  0.29
H  0.09130  0.05382  2.32366  0.30
H  1.61723  1.47880  0.43621  0.33
O  1.18135  0.81678  -1.78869  -0.69
H  0.37895  0.65145  -1.24269  0.45
H  1.00493  0.42840  -2.65302  0.30

***

(Q)
One molecule with the formula C4H10O2. Source: the Open Molecules 2025 dataset; level of theory: ωB97M-V with the def2-TZVPD basis set.

The charge is 0. For the HOMO-LUMO gap, the calculation gives 10.88 eV. Its spin multiplicity is 1. Its structure (SMILES) is CO[C@@H](C)CO.

Last column: Mulliken charge in e.
Element x y z (Å)
C  0.27057  -1.90224  -0.45409  -0.51
O  0.94498  -0.67965  -0.33403  -0.35
C  -0.02868  0.29362  -0.24432  0.17
C  -1.36663  -0.23136  0.94205  -1.12
C  0.70690  1.63031  0.05653  -0.70
O  1.42429  2.20726  -1.03019  -0.52
H  -0.20194  -2.00769  -1.44263  0.27
H  0.97461  -2.71357  -0.25717  0.27
H  -0.55779  -1.74396  0.27534  0.19
H  -0.58058  0.38313  -1.19612  0.32
H  -1.82189  -1.21391  1.29363  0.38
H  -2.24148  0.24718  0.51308  0.32
H  -1.07293  0.20552  1.88934  0.30
H  -0.03184  2.38496  0.32147  0.34
H  1.38364  1.47225  0.90795  0.34
H  2.19876  1.66817  -1.24085  0.31

***

(R)
One molecule with the formula C4H10O2. Source: the Open Molecules 2025 dataset; level of theory: ωB97M-V with the def2-TZVPD basis set.

The charge is 0. For the HOMO-LUMO gap, the calculation gives 7.37 eV. Its spin multiplicity is 1.

Last column: Mulliken charge in e.
Element x y z (Å)
C  -2.01402  0.19242  0.44298  -1.42
C  -0.49482  0.15159  0.54205  0.47
O  -0.05971  -0.97264  1.31652  -0.62
C  0.14391  0.02984  -0.84221  -0.71
C  2.15690  0.76288  -0.38208  -0.81
O  1.48502  -0.66344  -0.74231  -0.33
H  -2.45139  0.19303  1.44546  0.36
H  -2.36247  1.09020  -0.07884  0.37
H  -2.39863  -0.68086  -0.10059  0.38
H  -0.11230  1.02889  1.06980  0.33
H  -0.60283  -1.72722  1.04916  0.35
H  0.14292  1.00490  -1.35269  0.40
H  -0.38165  -0.69504  -1.45429  0.33
H  2.92952  0.50826  0.33774  0.23
H  2.61174  0.93504  -1.36343  0.18
H  1.40781  -1.15784  0.11272  0.49

***

(P) (31.0 kcal/mol below the next structure)

***

(P)
One molecule with the formula C4H10O2. Source: the Open Molecules 2025 dataset; level of theory: ωB97M-V with the def2-TZVPD basis set.

The charge is 0. For the HOMO-LUMO gap, the calculation gives 9.41 eV. Its spin multiplicity is 1. Its structure (SMILES) is COC[C@@H](C)O.

Last column: Mulliken charge in e.
Element x y z (Å)
C  2.24307  -0.92118  -0.36240  -0.70
O  1.31084  -0.19479  0.39219  -0.35
C  0.44349  0.60071  -0.40305  -0.63
C  -0.76512  0.95364  0.51913  0.08
C  -2.32115  0.23944  0.03430  -0.76
O  -0.92989  -0.08427  1.49547  -0.51
H  1.74037  -1.55000  -1.11392  0.32
H  2.94082  -0.24826  -0.87896  0.27
H  2.80050  -1.56148  0.32674  0.24
H  0.10513  0.00658  -1.26346  0.29
H  1.00684  1.46628  -0.80729  0.37
H  -0.37084  1.84025  1.11441  0.23
H  -2.90812  -0.47032  0.70100  0.23
H  -2.03478  -0.38018  -0.81896  0.27
H  -2.96227  1.05703  -0.19255  0.30
H  -0.29890  -0.75347  1.25737  0.35

***

(Q)
One molecule with the formula C4H10O2. Source: the Open Molecules 2025 dataset; level of theory: ωB97M-V with the def2-TZVPD basis set.

The charge is 0. For the HOMO-LUMO gap, the calculation gives 10.38 eV. Its spin multiplicity is 1. Its structure (SMILES) is COC[C@@H](C)O.

Last column: Mulliken charge in e.
Element x y z (Å)
C  1.99885  0.59287  -1.04135  -0.67
O  1.40613  0.20362  0.20608  -0.45
C  0.25817  -0.89615  0.17631  -0.67
C  -1.17773  -0.45903  0.67227  0.40
C  -0.99426  1.01085  0.37537  -1.14
O  -2.27593  -1.03781  -0.05576  -0.56
H  2.66470  -0.20510  -1.37799  0.30
H  1.24645  0.80017  -1.81449  0.31
H  2.62021  1.50869  -0.95726  0.24
H  0.72646  -1.61927  0.82456  0.34
H  0.13471  -1.18591  -0.86716  0.34
H  -1.35488  -0.67336  1.74065  0.32
H  -1.40734  1.67418  1.12398  0.33
H  -1.38316  1.19099  -0.63130  0.28
H  0.14799  1.13307  0.35180  0.32
H  -2.46053  -1.94326  0.24427  0.31

***

(Q) (33.1 kcal/mol below the next structure)

***

(P)
One molecule with the formula C4H10O2. Source: the Open Molecules 2025 dataset; level of theory: ωB97M-V with the def2-TZVPD basis set.

The charge is 0. For the HOMO-LUMO gap, the calculation gives 10.74 eV. Its spin multiplicity is 1. Its structure (SMILES) is CCO[C@@H](C)O.

Last column: Mulliken charge in e.
Element x y z (Å)
C  -0.98836  -2.08534  0.22699  -1.07
C  -1.19947  -0.77291  -0.52355  -0.30
O  -0.48451  0.25952  0.12102  -0.39
C  0.74682  1.08268  -0.47832  0.26
C  0.90658  1.99131  0.70026  -1.05
O  1.81848  0.28969  -0.79917  -0.48
H  0.02519  -2.44990  0.06921  0.26
H  -1.13487  -1.92162  1.29314  0.28
H  -1.69219  -2.84504  -0.11077  0.37
H  -0.87508  -0.87187  -1.56916  0.27
H  -2.26638  -0.50626  -0.52281  0.29
H  0.38314  1.54408  -1.39969  0.37
H  0.83727  3.04189  0.43734  0.26
H  -0.01902  1.63097  1.27226  0.32
H  1.79445  1.75175  1.28117  0.31
H  2.14795  -0.13893  0.00208  0.31

***

(Q)
One molecule with the formula C4H10O2. Source: the Open Molecules 2025 dataset; level of theory: ωB97M-V with the def2-TZVPD basis set.

The charge is 0. For the HOMO-LUMO gap, the calculation gives 10.94 eV. Its spin multiplicity is 1. Its structure (SMILES) is CC[C@@H](O)CO.

Last column: Mulliken charge in e.
Element x y z (Å)
C  2.14781  -0.09410  0.57060  -1.10
C  0.84649  -0.75529  0.11668  -0.55
C  -0.37009  0.15021  0.35151  0.21
O  -0.01787  1.49716  0.11563  -0.56
C  -1.49944  -0.24324  -0.59485  -0.56
O  -2.48192  0.78047  -0.58127  -0.53
H  3.00447  -0.45092  -0.00784  0.34
H  2.05785  0.98095  0.41040  0.31
H  2.34990  -0.26503  1.63225  0.27
H  0.91222  -0.99089  -0.95417  0.33
H  0.67520  -1.71029  0.63119  0.36
H  -0.70813  0.04381  1.39640  0.19
H  -0.85991  1.97281  0.13762  0.34
H  -1.92464  -1.20556  -0.27571  0.28
H  -1.07596  -0.35901  -1.60346  0.39
H  -3.05598  0.64893  -1.34498  0.30

***

(R)
A 2-piece molecular cluster, C4H10O2 overall. Source: the Open Molecules 2025 dataset; level of theory: ωB97M-V with the def2-TZVPD basis set.

The charge is 0. For the HOMO-LUMO gap, the calculation gives 11.19 eV. Its spin multiplicity is 1. Its structure (SMILES) is CCC(=O)CO.[H][H].

Last column: Mulliken charge in e.
Element x y z (Å)
C  -2.24199  -0.55757  -0.09192  -1.16
C  -1.11604  0.34629  0.39345  -0.39
C  0.15395  0.15592  -0.39834  0.75
O  0.24100  -0.63987  -1.31358  -0.64
C  1.37768  0.99809  -0.06081  -0.64
O  2.49126  0.51874  -0.75270  -0.54
H  -3.17759  -0.32609  0.42452  0.37
H  -2.39477  -0.43650  -1.16764  0.30
H  -1.99830  -1.60901  0.08540  0.29
H  -1.39440  1.40764  0.33237  0.31
H  -0.88542  0.16455  1.45266  0.28
H  1.55966  0.97543  1.02299  0.34
H  1.15689  2.04443  -0.32965  0.33
H  2.12073  -0.10361  -1.40632  0.38
H  1.83570  -1.65721  1.14121  0.16
H  2.27164  -1.28124  0.66836  -0.13

***

(S)
A 2-piece molecular cluster, C4H10O2 overall. Source: the Open Molecules 2025 dataset; level of theory: ωB97M-V with the def2-TZVPD basis set.

The charge is 0. For the HOMO-LUMO gap, the calculation gives 8.92 eV. Its spin multiplicity is 1.

Last column: Mulliken charge in e.
Element x y z (Å)
C  -1.87700  0.93400  -1.49382  -0.63
O  -1.32328  -0.29448  -1.05813  -0.51
C  0.66175  -0.21406  -0.37013  -0.51
C  0.32845  -0.89615  0.84811  0.67
C  1.80778  -0.24544  1.39971  -1.26
O  -0.74160  -0.50398  1.46439  -0.84
H  -1.46517  1.79017  -0.94032  0.29
H  -1.65308  1.05611  -2.55736  0.25
H  -2.96637  0.93768  -1.36407  0.29
H  0.52646  0.86172  -0.39123  0.22
H  1.29951  -0.66469  -1.12908  0.34
H  0.58508  -1.97631  0.82691  0.23
H  1.76953  -0.69522  2.39418  0.35
H  1.77811  0.83927  1.51823  0.37
H  2.73012  -0.56559  0.90665  0.38
H  -1.46029  -0.36302  -0.05403  0.37

***

(Q) (15.5 kcal/mol below the next structure)